# 1
Here is a cluster of 2 separate species, C3H10N2O in total in a non-equilibrium geometry from OMol25. Energies are from wB97M-V/def2-TZVPD.

Positions of all 16 atoms, in Å:
C -0.552 1.699 0.930
C 0.063 0.620 0.074
C -0.117 0.560 -1.271
N 0.542 -0.408 -2.046
N 1.062 -0.140 0.719
H -1.366 2.285 0.489
H -0.801 1.425 1.946
H 0.208 2.475 1.211
H -0.957 1.076 -1.746
H 0.609 -0.033 -2.993
H 1.523 -0.417 -1.747
H 1.567 -0.822 0.196
H 1.480 0.433 1.428
H -1.293 -2.232 1.169
H -1.095 -3.425 0.369
O -0.872 -3.097 1.271

Properties
E_HOMO in eV: -7.35
Molecular weight in u: 90.126
SMILES: C/C(N)=C/N.O
Frontier orbital gap in eV: 8.22

---

# 2
Here is the molecule C4H6ClN3 in a non-equilibrium geometry from OMol25. Energies are from wB97M-V/def2-TZVPD.

Positions of all 14 atoms, in Å:
C 0.471 1.625 -0.824
C -0.422 0.526 -0.927
C 1.671 -1.194 1.307
C -1.675 0.599 -1.694
N 0.571 -0.803 0.891
N -0.210 -0.574 -0.100
N 1.998 -1.413 2.566
Cl -0.190 3.020 -1.674
H -1.235 0.725 -2.762
H -2.272 -0.270 -1.429
H -2.259 1.516 -1.414
H -1.018 -1.254 -0.189
H 1.586 -0.879 3.412
H 2.985 -1.625 2.837

Properties
E_HOMO (spin up / spin down) in eV: -7.71 / -7.51
Molecular weight in u: 131.566
Frontier orbital gap (spin up / spin down) in eV: 6.94 / 6.55